# 1
61
Properties=species:S:1:pos:R:3:lowdin_charge:R:1 method="wB97M-V/def2-TZVPD" smiles="COC(=O)c1ccc([C@H]2[C@H](Oc3ccccc3)C(=O)N2CCc2ccc(OC)c(OC)c2)cc1"
O -6.62985 -1.24987 1.26197 0.114
O 4.92972 -0.19441 -0.05585 -0.126
O 0.80481 2.57516 -2.54245 0.112
O -7.02676 0.21814 -0.38477 -0.045
O 1.19656 -0.37160 -1.53331 0.026
O 3.12874 -0.91543 2.10058 -0.066
N -0.31032 2.12589 -0.53944 0.001
C 1.14789 -1.69259 -1.17663 -0.238
C 0.29201 1.87037 -1.71969 -0.404
C 3.08707 0.25438 1.39844 -0.192
C 2.04527 1.09521 1.77659 0.024
C -4.78998 -0.12012 0.25704 -0.122
C -4.36833 0.79885 -0.70083 0.005
C 1.81548 2.32042 1.17135 -0.243
C -0.62479 0.74071 -0.20818 -0.147
C 3.73019 1.91111 -0.21617 0.000
C 4.23369 -1.78530 2.00564 -0.072
C -2.08088 0.45110 -0.03088 -0.168
C -3.84950 -0.74968 1.06919 0.004
C -0.30914 3.30281 0.28381 -0.112
C -0.01274 -2.38138 -0.85003 -0.010
C 0.06142 -3.71814 -0.49234 -0.077
C -6.22109 -0.45736 0.44883 -0.459
C -8.41368 -0.05467 -0.25786 -0.046
C 0.01177 0.35647 -1.58447 -0.137
C -2.50660 -0.46339 0.92788 -0.020
C 2.43318 -3.68722 -0.79357 -0.085
C 1.27681 -4.37492 -0.45902 -0.097
C 2.69046 2.73153 0.17967 -0.039
C 3.93714 0.66212 0.35545 -0.196
C 0.59418 3.12783 1.52180 -0.108
C 2.37322 -2.35625 -1.15101 -0.007
C 5.71185 0.17018 -1.16558 -0.083
C -3.02351 1.07732 -0.84247 -0.005
H -0.69832 -0.05027 -2.31520 0.171
H 3.38698 -4.19417 -0.77676 0.106
H -0.03277 0.35486 0.62726 0.144
H 0.03823 2.61813 2.31029 0.112
H -1.77876 -0.95224 1.55937 0.120
H 6.32162 1.05586 -0.95883 0.097
H 3.26073 -1.80398 -1.41387 0.113
H 2.55759 3.68351 -0.30952 0.120
H -8.75727 0.18708 0.75015 0.098
H 6.36878 -0.67980 -1.34831 0.096
H 4.37660 2.25382 -1.00701 0.108
H 1.32534 -5.41546 -0.17658 0.099
H -1.33290 3.53790 0.59496 0.125
H -4.19465 -1.45814 1.80672 0.122
H 5.09509 0.35087 -2.05175 0.099
H -0.97394 -1.89147 -0.87066 0.100
H 5.17225 -1.26747 2.21530 0.098
H 1.40663 0.74573 2.57535 0.130
H 0.06147 4.10892 -0.35259 0.130
H -8.61182 -1.11118 -0.45044 0.098
H -8.91527 0.56905 -0.99323 0.093
H 4.29041 -2.26016 1.02520 0.073
H -2.69178 1.78898 -1.58457 0.123
H -0.84686 -4.24412 -0.23743 0.106
H -5.09727 1.28593 -1.32876 0.118
H 0.87506 4.11646 1.88994 0.120
H 4.06053 -2.54593 2.76728 0.096

# 2
19
Properties=species:S:1:pos:R:3:lowdin_charge:R:1 method="wB97M-V/def2-TZVPD" smiles="C#CCC(=C)CC#CC"
C 0.28291 1.40620 0.43891 -0.153
C 2.34480 1.07896 -0.93325 0.056
C -2.04078 0.31777 -0.09275 -0.104
C 0.83061 -1.50657 0.47796 -0.170
C 1.59251 0.66707 0.05251 -0.327
C -0.92694 0.69718 0.14464 -0.085
C 1.85394 -0.60813 0.78987 -0.199
C -0.03140 -2.31704 0.36608 0.135
C -3.27603 -0.29323 -0.58517 -0.126
H 3.22394 0.56278 -1.19432 0.048
H -0.79272 -3.00483 0.11411 0.030
H 2.24574 2.03040 -1.43536 0.069
H 2.92303 -0.89687 0.43195 0.151
H -3.63223 0.17575 -1.55479 0.086
H 0.20357 2.49859 0.14639 0.142
H -3.04612 -1.43019 -0.68766 0.095
H -4.18426 -0.17548 0.09597 0.084
H 2.07240 -0.49896 1.87088 0.137
H 0.35706 1.29660 1.55404 0.131

# 3
8
Properties=species:S:1:pos:R:3:lowdin_charge:R:1 method="wB97M-V/def2-TZVPD" smiles="C=C=CC#N"
N -2.56802 1.11583 -0.73302 0.133
C 0.56196 -0.06865 -0.06138 -0.183
C -1.71587 0.37067 -0.49270 -0.252
C 1.62445 0.24812 0.57897 0.052
C -0.64221 -0.53787 -0.30829 -0.145
H 2.59154 0.69174 0.18645 0.104
H 0.88817 -0.26135 1.46874 0.184
H -0.74002 -1.55850 -0.63877 0.108

# 4
86
Properties=species:S:1:pos:R:3:lowdin_charge:R:1 method="wB97M-V/def2-TZVPD" charge=-4
P -4.59859 1.23967 2.71617 0.152
F -4.64471 2.44565 3.80447 -0.199
F 2.20655 1.22759 1.92826 0.141
F -3.40251 -2.40157 0.59959 0.095
F 4.13633 -0.18935 4.59919 0.063
F -6.11598 0.83970 3.29383 -0.235
F 2.10899 -5.20945 -3.13767 0.047
F 2.54090 3.51692 2.39391 0.068
F 0.41595 -5.07598 3.30215 0.059
F -1.75887 -3.42515 -0.67703 0.107
F 5.30515 -1.91229 3.57492 0.058
F -2.72186 -1.53955 -1.46424 0.075
F 1.57692 -4.30719 1.45203 0.201
F 0.22466 -6.55354 -2.81632 0.085
F 0.92661 2.54959 -4.43692 0.089
F 2.92026 1.77936 -4.05900 0.124
F -5.24703 2.24323 1.60504 -0.192
F -0.72843 -4.42294 1.41336 0.134
F -4.63020 0.04279 1.66536 -0.140
F 0.86777 2.84910 1.03109 0.027
F 3.32977 -1.14939 2.65367 0.077
F 0.19060 -2.88046 2.73282 0.080
F 0.71267 2.31905 3.25704 0.120
F -4.00397 0.21654 3.84836 -0.199
F 1.85904 -6.42019 -1.21911 0.057
F 1.43778 0.51314 -4.99937 0.143
F -3.12464 1.66542 2.26328 -0.146
F 0.50905 -4.56874 -1.63083 0.084
F 3.34071 -2.34538 4.65454 0.051
F -3.97838 -3.43861 -1.37015 0.065
O 3.46288 1.57215 -6.79206 -0.196
O -3.01421 -5.95116 3.67158 0.195
O -0.41306 4.19205 -2.36164 0.201
O 2.77902 3.64446 -6.20693 -0.125
O 0.05455 0.51952 -0.92060 0.150
N 0.46596 -1.70266 -0.37192 0.114
N 1.37408 4.60552 -0.92952 0.082
N -1.92078 -3.96975 4.13945 0.084
C 2.39924 2.20186 -6.34565 -0.519
C 1.72728 4.56196 -6.40096 -0.335
C -3.35859 -5.05114 5.86412 0.006
C -0.03805 4.82637 -1.44520 -0.394
C 2.24045 3.74562 -1.78675 0.019
C -0.70552 6.04297 -0.89115 0.021
C -0.76570 -0.24489 1.21864 0.040
C 1.92811 -1.84241 -0.77237 0.050
C -0.05053 -0.32228 -0.08555 -0.385
C -2.75734 -5.13652 4.48907 -0.421
C -2.67762 -2.94728 3.30288 0.051
C 1.90853 1.76459 -4.94694 -0.562
C 2.24123 5.94350 -6.03925 -0.102
B -2.96323 -2.71279 -0.69567 -1.238
B 1.14674 -5.69865 -2.21243 -1.227
B 1.62583 2.45292 2.21572 -1.220
B 0.42942 -4.17905 2.16649 -1.239
B 4.02907 -1.38849 3.86142 -1.230
H 2.25745 -2.86216 -0.61547 0.093
H 1.59095 2.16399 -7.10755 0.130
H 3.21641 6.13079 -6.49034 0.066
H 1.70224 2.84730 -2.07390 0.090
H -3.95075 -4.16204 6.06911 0.091
H 0.50710 -2.23332 0.50949 0.128
H -0.23415 -2.20824 -0.94762 0.158
H -3.95608 -5.95360 6.00072 0.083
H 1.49471 6.70705 -6.28822 0.057
H 1.35343 4.49603 -7.43416 0.105
H -1.01709 0.76060 1.54395 0.078
H -1.55643 -3.53009 4.98425 0.177
H 2.58233 4.30303 -2.65582 0.096
H -1.63622 -0.88718 1.34900 0.083
H 0.84647 4.34053 -5.78349 0.101
H -2.98062 -3.48214 2.41089 0.098
H -1.76383 5.78557 -0.81112 0.106
H 2.39705 6.07671 -4.96350 0.052
H -2.62079 -5.14119 6.66788 0.088
H -0.32941 6.51165 0.00999 0.088
H -1.07060 -4.28410 3.63303 0.108
H 3.13419 3.44733 -1.24296 0.114
H 1.76131 5.54529 -0.83410 0.166
H 1.92394 -1.55225 -1.82025 0.096
H -0.73132 6.72554 -1.74782 0.097
H -1.98570 -2.12408 3.16416 0.093
H -0.02446 -0.52389 1.98153 0.103
H -3.51924 -2.55641 3.87603 0.098
H 1.32790 4.27299 0.05584 0.144
H 2.47894 -1.14814 -0.14281 0.097

# 5
14
Properties=species:S:1:pos:R:3:lowdin_charge:R:1 method="wB97M-V/def2-TZVPD" smiles="O=C[C@]1(/C=C/[N+](=O)[O-])SC1=S"
S 1.02505 -1.86850 -1.64985 1.012
S 3.28013 -1.90694 0.53545 0.828
O -0.19791 3.19896 -0.90691 0.067
O 0.10643 -2.98932 1.11437 0.032
O -2.22399 3.14079 -0.17895 0.074
N -1.13374 2.62281 -0.36195 -0.415
C -0.26521 -1.86333 0.82870 -0.289
C 2.04317 -1.64644 -0.31016 -1.152
C 0.05929 0.48323 -0.24157 -0.018
C 0.46253 -1.00901 -0.09814 -0.515
C -0.91097 1.31008 0.10723 -0.052
H -1.95354 0.95615 0.58026 0.176
H -1.09766 -1.41622 1.42457 0.138
H 0.80643 0.98773 -0.84306 0.113

So what do the calculations give for frontier orbital gap? Going down the list: 8.33; 9.76; 9.96; 5.40; 8.05 eV.